{
  "formula": "C37H78N6O21",
  "method": "the ωB97M-V functional and the def2-TZVPD basis",
  "species": ["C", "O", "H", "H", "H", "H", "C", "O", "H", "H", "H", "H", "C", "O", "H", "H", "H", "H", "C", "C", "C", "O", "C", "O", "O", "H", "H", "H", "H", "H", "H", "C", "C", "C", "O", "C", "O", "O", "H", "H", "H", "H", "H", "H", "C", "C", "C", "O", "C", "O", "O", "H", "H", "H", "H", "H", "H", "C", "C", "C", "O", "C", "O", "O", "H", "H", "H", "H", "H", "H", "C", "O", "N", "C", "C", "H", "H", "H", "H", "H", "H", "H", "C", "O", "N", "C", "C", "H", "H", "H", "H", "H", "H", "H", "C", "O", "N", "C", "C", "H", "H", "H", "H", "H", "H", "H", "C", "O", "N", "C", "C", "H", "H", "H", "H", "H", "H", "H", "C", "O", "N", "C", "C", "H", "H", "H", "H", "H", "H", "H", "C", "O", "N", "C", "C", "H", "H", "H", "H", "H", "H", "H"],
  "positions_angstrom": [[1.633, -6.502, -0.085], [2.748, -6.938, 0.609], [0.872, -6.075, 0.568], [1.809, -5.633, -0.719], [1.358, -7.402, -0.635], [2.494, -7.708, 1.122], [7.159, -4.915, 1.293], [5.817, -4.465, 1.470], [7.769, -4.048, 1.040], [7.535, -5.180, 2.282], [7.303, -5.788, 0.657], [5.230, -5.104, 1.060], [3.894, -0.297, 4.876], [4.695, -1.456, 4.723], [4.414, 0.507, 4.355], [3.012, -0.333, 4.236], [3.562, -0.178, 5.907], [4.876, -1.556, 3.786], [-1.104, -4.714, -5.379], [-1.023, -4.648, -6.925], [-1.521, -5.888, -7.640], [-2.575, -5.388, -8.366], [-2.576, -4.078, -8.424], [-3.271, -3.337, -9.066], [-1.762, -3.623, -7.482], [-0.277, -5.403, -5.213], [-2.026, -5.221, -5.095], [-0.938, -3.814, -4.788], [0.015, -4.503, -7.226], [-2.014, -6.651, -7.038], [-0.838, -6.487, -8.242], [1.305, 5.641, -6.269], [0.514, 5.935, -5.038], [0.229, 4.751, -4.048], [0.505, 5.241, -2.762], [1.097, 6.418, -2.878], [1.395, 7.063, -1.910], [1.291, 6.736, -4.167], [2.360, 5.447, -6.076], [1.082, 6.506, -6.894], [0.881, 4.851, -6.890], [-0.366, 6.557, -5.204], [0.836, 3.887, -4.317], [-0.824, 4.502, -4.175], [1.454, -6.066, 6.281], [2.104, -7.442, 6.170], [3.056, -7.873, 7.342], [2.377, -8.804, 8.134], [1.216, -9.184, 7.525], [0.482, -10.099, 7.851], [1.095, -8.406, 6.419], [1.120, -5.699, 7.252], [0.483, -6.179, 5.801], [2.055, -5.378, 5.686], [2.789, -7.562, 5.331], [3.380, -7.046, 7.974], [3.870, -8.570, 7.139], [-2.710, 2.860, 5.993], [-3.495, 3.883, 6.753], [-3.082, 4.272, 8.191], [-2.435, 5.582, 8.043], [-2.732, 6.093, 6.810], [-2.262, 7.167, 6.353], [-3.380, 5.170, 6.087], [-2.903, 2.848, 4.920], [-2.849, 1.852, 6.382], [-1.633, 2.867, 6.162], [-4.573, 3.728, 6.778], [-2.361, 3.569, 8.607], [-3.854, 4.363, 8.955], [-5.766, 0.120, -3.385], [-5.480, -0.741, -4.195], [-4.940, 0.912, -2.739], [-5.358, 2.208, -2.223], [-3.507, 0.625, -2.843], [-6.788, 0.483, -3.201], [-4.976, 3.000, -2.867], [-5.102, 2.413, -1.183], [-6.428, 2.411, -2.265], [-3.343, -0.437, -3.029], [-3.075, 1.071, -3.739], [-3.055, 0.897, -1.889], [-3.991, 6.316, 1.208], [-5.165, 5.958, 1.234], [-3.536, 7.578, 1.102], [-2.136, 7.963, 0.855], [-4.436, 8.628, 1.065], [-3.198, 5.552, 1.198], [-2.022, 8.455, -0.111], [-1.478, 7.096, 0.797], [-1.672, 8.630, 1.582], [-4.075, 9.515, 1.587], [-4.535, 8.982, 0.039], [-5.467, 8.463, 1.379], [4.058, 0.992, -4.958], [3.660, 1.348, -3.856], [3.370, 0.378, -5.966], [3.982, -0.083, -7.150], [2.085, -0.351, -5.686], [5.084, 1.169, -5.315], [4.902, 0.472, -7.331], [3.398, 0.107, -8.050], [4.180, -1.152, -7.237], [1.728, -0.128, -4.681], [1.299, -0.141, -6.412], [2.204, -1.427, -5.561], [-7.205, -3.439, -0.062], [-7.880, -2.758, 0.801], [-5.930, -3.718, 0.300], [-4.826, -4.007, -0.691], [-5.400, -3.753, 1.648], [-7.470, -3.697, -1.099], [-4.219, -4.867, -0.411], [-4.205, -3.143, -0.453], [-5.152, -4.101, -1.727], [-6.165, -3.472, 2.372], [-4.766, -4.566, 2.002], [-4.697, -2.924, 1.720], [0.540, 1.026, 0.537], [-0.204, 1.658, 1.313], [0.650, -0.358, 0.739], [1.370, -1.163, -0.212], [0.034, -1.018, 1.902], [0.996, 1.472, -0.360], [2.019, -0.541, -0.829], [0.669, -1.674, -0.872], [1.980, -1.871, 0.348], [-0.239, -0.336, 2.707], [-0.906, -1.526, 1.685], [0.772, -1.597, 2.457], [6.741, 3.369, 1.060], [7.118, 2.669, 1.928], [5.714, 4.209, 1.280], [4.893, 4.710, 0.166], [5.149, 4.286, 2.659], [7.228, 3.487, 0.079], [5.391, 4.636, -0.801], [4.870, 5.787, 0.326], [3.874, 4.322, 0.181], [5.763, 3.947, 3.493], [5.029, 5.342, 2.901], [4.257, 3.668, 2.769]],
  "forces_ev_per_angstrom": [[-0.9008, -0.0372, -0.3606], [1.7033, 0.4571, 1.0063], [-0.4869, -0.6307, 0.2929], [0.8150, -0.4053, -0.3804], [-1.1405, 0.6231, -0.5771], [0.0644, 0.0372, 0.0255], [0.2272, 0.5038, 1.3508], [-0.0561, -0.2918, -0.5304], [0.0002, -0.1863, -0.6738], [0.0809, -0.3499, 0.1412], [-0.1910, 0.3184, -0.3334], [-0.1491, -0.0142, 0.0538], [-0.1077, -0.0305, -1.6074], [-0.1978, -0.4277, 0.4613], [0.2838, 0.7909, 1.0909], [-0.6395, -0.5153, 0.1887], [0.5554, 0.2589, -0.1426], [0.1118, -0.0980, -0.0150], [0.3114, -1.0113, -1.1774], [1.6844, -0.1929, 1.5232], [-0.4282, -1.7135, 1.1870], [-1.7082, -0.9114, -2.7958], [-1.6694, 2.3351, -0.1488], [0.5500, -1.2935, 0.0178], [0.4418, 1.5929, 0.2769], [-0.0124, -0.1425, 0.7559], [-0.0511, 0.2211, 0.1803], [-0.0756, 0.1263, -0.5155], [0.1954, 0.2380, 0.2085], [0.3863, 0.0827, 0.8256], [0.3908, 0.6773, -0.3439], [-0.9446, 0.3744, -0.9890], [0.0414, -0.9672, 2.0445], [-0.8803, -0.1486, -2.1256], [-0.6359, -0.9884, -0.2927], [0.5024, 1.0478, 1.2939], [0.1726, 0.0256, -0.9908], [1.0948, 1.4198, 0.5626], [-0.1575, 0.2247, -0.0150], [1.0322, 0.2390, -0.2331], [-0.0595, -0.4508, 0.4179], [-0.3239, -0.4853, -0.4631], [0.1667, -0.0334, 0.3309], [0.0012, -0.2943, 0.4932], [-0.2925, -0.4883, -1.1236], [1.2404, -0.2575, 3.5163], [1.0280, 0.1192, 0.4467], [-2.7901, -0.8484, 1.3224], [0.3641, -1.0304, 0.2076], [1.5252, 2.3724, -0.6702], [-1.6608, -1.1258, -1.5816], [0.9259, -0.1744, 0.3395], [0.0493, 0.0797, -0.5661], [-0.1619, 0.4324, 0.4426], [-1.1851, -0.2781, -0.8878], [0.0933, 0.0196, -0.1164], [0.8850, 1.2045, -1.3405], [0.7803, -1.1892, 0.4092], [-0.8368, 1.6696, 0.6390], [1.2068, 0.2751, 0.0210], [-0.7519, -0.3089, -0.3724], [2.9808, 2.2372, -1.4110], [-2.3502, -3.9079, 2.0416], [-0.1410, 0.4767, -0.4062], [-0.1413, 0.1973, 0.1754], [-0.9347, -0.1313, 0.0085], [0.2153, 1.0559, -0.1757], [0.0905, -0.6181, -0.3422], [0.2859, 0.1572, -0.1251], [-0.3955, 0.1064, -0.5000], [-1.7463, 0.3930, -1.4189], [0.1466, -0.5192, 0.4865], [1.7898, 0.5544, 1.1117], [-0.2387, 0.5595, -0.1372], [-0.4292, -0.2112, 0.0397], [-0.4325, -0.5438, -0.1129], [0.4915, 0.0815, 0.1091], [0.4658, -0.2967, -0.0620], [-0.2056, -0.8180, -0.1616], [-0.3857, -0.0886, 0.3050], [0.2029, 0.6205, 0.2639], [0.3581, 0.2527, -0.3374], [-0.2799, -1.1295, -0.4585], [0.6900, 0.6792, 0.1588], [1.6510, -0.8691, 0.6862], [0.1863, -0.8137, -0.3198], [-1.6982, 2.7830, -0.8474], [0.2388, 0.1820, 0.1182], [-0.3444, 0.0902, -0.1539], [-0.2823, -0.2466, 0.1256], [-0.5958, 0.0218, 0.4006], [0.1843, -0.1417, 0.3898], [-0.0921, 0.1135, -0.4201], [0.3753, -0.7174, 0.3103], [0.0190, 0.3013, 0.1554], [0.0422, -0.6873, -1.2285], [-2.5696, -1.4581, 1.4798], [1.1603, 0.3053, -1.7478], [0.4125, 0.6145, 1.0953], [0.1773, 0.2766, 0.2443], [0.2188, -0.1660, 0.1405], [-0.4851, 0.3481, 0.1568], [0.1529, -0.2103, 0.6847], [-0.0005, 0.8059, -0.1321], [0.2580, 0.0972, -0.0685], [0.5558, -0.2163, -0.7681], [-0.5050, 3.3388, 4.4042], [0.8831, -2.7417, -3.4729], [1.4779, -2.9466, -1.7262], [-0.8492, 0.6886, 1.4891], [-0.2536, 2.2641, 0.6201], [-0.2108, 0.1582, 0.3100], [-0.3925, -0.3134, 0.0796], [0.5209, 0.1091, -1.0853], [-0.0709, 0.3562, 0.1981], [-0.1403, -0.4701, -0.1599], [-0.6566, -0.8409, -0.7191], [0.2006, 0.4365, 0.0304], [-3.0019, -1.1038, 2.7833], [1.8000, -0.2622, -1.7127], [0.2152, 1.8024, -0.0756], [-0.0158, -0.0940, 0.1999], [0.2761, 0.9875, 0.4671], [0.2795, -0.3428, 0.2276], [0.0089, 0.0274, 0.0679], [0.0872, -0.3466, -0.0832], [0.0940, -0.2085, -0.3062], [-0.0471, 0.7751, -0.6058], [0.3032, -0.4517, -0.3246], [0.0290, -0.7765, -0.6532], [-1.0081, 1.6461, -1.0089], [2.0862, -2.5588, 1.9493], [-1.0074, 0.0760, 0.1045], [0.7479, 1.3904, 1.1136], [0.2199, 0.2493, -0.4278], [-0.1613, -0.2310, -0.2338], [-0.0204, -0.6932, 0.1325], [-0.6336, 0.2069, -0.1306], [0.1347, -0.1983, -0.1786], [0.7768, -0.3375, -0.8156], [-0.7754, 0.0116, -0.2503], [-0.4089, 0.4282, -0.2639]],
  "lowdin_charge": [-0.188, -0.119, 0.074, 0.077, 0.085, 0.080, -0.159, -0.128, 0.075, 0.068, 0.080, 0.056, -0.162, -0.124, 0.075, 0.056, 0.085, 0.071, -0.002, -0.334, -0.117, 0.097, -0.582, 0.161, 0.107, 0.082, 0.084, 0.081, 0.147, 0.136, 0.138, -0.022, -0.315, -0.088, 0.087, -0.582, 0.149, 0.075, 0.101, 0.087, 0.088, 0.155, 0.130, 0.130, -0.020, -0.283, -0.106, 0.039, -0.501, 0.140, 0.055, 0.092, 0.082, 0.085, 0.148, 0.133, 0.136, -0.025, -0.285, -0.058, 0.045, -0.499, 0.084, 0.064, 0.095, 0.085, 0.091, 0.150, 0.126, 0.127, -0.389, 0.011, -0.188, -0.051, -0.036, 0.133, 0.088, 0.091, 0.086, 0.078, 0.090, 0.088, -0.334, -0.008, -0.194, -0.037, -0.099, 0.132, 0.086, 0.085, 0.089, 0.093, 0.093, 0.096, -0.329, 0.005, -0.179, -0.108, -0.031, 0.130, 0.088, 0.090, 0.091, 0.074, 0.088, 0.082, -0.258, -0.069, -0.200, -0.031, -0.071, 0.134, 0.074, 0.077, 0.086, 0.089, 0.088, 0.080, -0.265, -0.037, -0.200, -0.077, -0.050, 0.135, 0.083, 0.081, 0.083, 0.078, 0.085, 0.081, -0.398, 0.037, -0.184, -0.052, -0.036, 0.135, 0.083, 0.081, 0.085, 0.080, 0.085, 0.084],
  "lumo_energy_ev": -0.5,
  "orbital_gap_ha": 0.3156,
  "max_force_ev_per_a": 5.55,
  "energy_ha": -3364.9710,
  "charge": 0
}